[1]
Below is C32H51ClN3O5Y as an isolated structure, with properties calculated with wB97M-V/def2-TZVPD.

DFT total energy in eV: -62291.1885
Relative energy (zero: lowest compared OMol25 entry of this formula, charge and spin) in eV: 0.000
HOMO energy in eV: -6.807

Last column: Mulliken charge in e.
Atoms and positions in Å:
O1 -0.263 -0.385 -2.384  0.25
C1 -0.908 -0.274 -3.591  0.21
C2 -0.589 1.064 -4.278  -0.62
C3 0.038 2.098 -3.573  0.24
H1 0.328 1.925 -2.535  0.57
C4 0.264 3.329 -4.196  -1.02
H2 0.761 4.117 -3.630  0.42
C5 -0.152 3.539 -5.515  -0.42
H3 0.001 4.509 -5.987  0.38
C6 -0.786 2.507 -6.217  -0.72
H4 -1.126 2.668 -7.243  0.37
C7 -0.983 1.268 -5.607  -0.01
H5 -1.468 0.444 -6.143  0.37
H6 -0.556 -1.075 -4.271  0.35
C8 -2.813 -1.947 -3.192  -1.73
C9 -2.412 -0.526 -3.435  0.32
H7 -3.872 -2.093 -3.437  0.52
H8 -2.687 -2.219 -2.133  0.08
H9 -2.196 -2.635 -3.789  0.33
C10 -3.264 0.509 -3.320  -0.01
C11 -4.691 0.427 -2.905  -1.37
H10 -2.892 1.524 -3.487  0.32
H11 -5.340 0.821 -3.696  0.40
H12 -4.829 1.065 -2.027  0.26
H13 -5.028 -0.583 -2.644  0.32
Y1 -0.401 -0.707 -0.223  0.53
Cl1 -2.679 0.518 -0.236  -0.70
C12 -1.725 -0.586 2.648  -0.10
O2 -1.201 -1.480 1.933  -0.86
N1 -1.766 -0.579 3.979  0.54
C13 -1.352 -1.721 4.792  -0.89
C14 -2.447 0.493 4.713  -0.80
H14 -2.188 0.286 2.155  0.31
H15 -0.904 -2.485 4.153  0.16
H16 -2.225 -2.130 5.324  0.38
H17 -0.623 -1.376 5.542  0.29
H18 -2.646 1.332 4.032  0.12
H19 -1.796 0.839 5.533  0.34
H20 -3.400 0.121 5.130  0.31
H21 4.538 1.375 -2.836  0.33
H22 4.496 1.700 -0.337  0.46
C15 3.444 1.317 -2.742  -1.07
C16 3.449 1.380 -0.262  -0.44
N2 3.083 0.668 -1.486  0.39
H23 3.038 0.742 -3.585  0.41
C17 2.638 -0.592 -1.476  -0.30
O3 1.954 -1.110 -0.548  -0.56
H24 3.335 0.722 0.602  -0.16
H25 2.891 -1.174 -2.379  0.46
H26 3.031 2.335 -2.772  0.33
H27 2.813 2.268 -0.131  0.22
H28 -0.469 -6.257 -0.005  0.33
H29 1.665 -6.335 -1.673  0.33
C18 -0.912 -5.727 -0.860  -0.99
C19 1.116 -5.630 -2.315  -0.89
N3 0.099 -4.923 -1.543  0.30
H30 -1.726 -5.085 -0.511  0.28
C20 0.195 -3.614 -1.342  0.83
O4 -0.591 -2.966 -0.584  -1.10
H31 1.812 -4.891 -2.727  0.27
H32 1.018 -3.110 -1.873  -0.27
H33 -1.286 -6.475 -1.568  0.35
H34 0.639 -6.190 -3.132  0.32
C21 -1.560 3.238 1.536  -0.83
C22 -0.086 3.475 1.850  1.13
C23 0.076 4.914 2.345  -1.90
C24 0.500 2.455 2.820  -0.10
C25 0.599 2.676 4.182  -0.13
C26 1.057 1.683 5.042  -1.56
C27 1.555 0.483 4.535  -0.16
C28 1.610 0.258 3.172  1.12
C29 2.399 -0.920 2.606  1.93
C30 3.765 -1.074 3.274  -1.96
C31 1.666 -2.258 2.646  -1.21
C32 0.878 1.166 2.326  -0.52
O5 0.487 0.802 1.146  1.49
H35 -2.173 3.220 2.450  0.04
H36 -1.701 2.283 1.014  -0.11
H37 -1.943 4.022 0.867  0.51
H38 0.462 3.372 0.903  -0.07
H39 -0.568 5.093 3.214  0.34
H40 1.115 5.122 2.616  0.41
H41 -0.215 5.616 1.555  0.47
H42 0.293 3.644 4.593  0.24
H43 1.054 1.846 6.122  0.34
H44 1.939 -0.280 5.219  0.44
H45 2.567 -0.716 1.545  -1.35
H46 3.664 -1.459 4.297  0.40
H47 4.371 -1.781 2.697  0.45
H48 4.288 -0.111 3.314  0.39
H49 0.723 -2.220 2.091  0.23
H50 2.304 -3.030 2.191  0.48
H51 1.423 -2.551 3.676  0.24

=====

[2]
Below is C2H13NO3 as an isolated structure, with properties calculated with wB97M-V/def2-TZVPD.

DFT total energy in eV: -9905.9687
Relative energy (zero: lowest compared OMol25 entry of this formula, charge and spin) in eV: 2.888
Multiplicity: 2
HOMO energy (alpha / beta) in eV: -15.291 / -15.287
Total charge: +1

Last column: natural (NBO) charge in e.
Atoms and positions in Å:
H1 0.488 -0.006 -0.173  0.40
O1 1.662 0.017 0.059  -0.61
N1 -0.469 -0.367 -0.863  -0.56
H2 1.911 0.229 0.927  0.49
H3 -0.385 0.313 -1.609  0.45
C1 -1.626 -0.490 0.033  -0.28
H4 -2.049 -1.664 -0.204  0.26
H5 -2.566 0.107 -0.268  0.28
H6 -0.075 -1.241 -1.237  0.48
C2 -1.417 -0.187 1.488  -0.66
H7 -1.694 -1.108 1.970  0.27
H8 -0.465 0.053 1.828  0.22
H9 -1.900 0.850 1.796  0.26
O2 0.725 3.169 -0.234  -0.91
H10 1.350 3.444 0.419  0.48
H11 0.393 2.360 0.130  0.43
O3 1.788 -2.077 -1.314  -0.98
H12 2.323 -2.058 -2.089  0.50
H13 2.008 -1.344 -0.661  0.48

=====

[3]
Below is a 2-piece molecular cluster, C12H17N overall, with properties calculated with wB97M-V/def2-TZVPD.

DFT total energy in eV: -14208.8483
Relative energy (zero: lowest compared OMol25 entry of this formula, charge and spin) in eV: 1.489
HOMO energy in eV: -7.621
SMILES: CCc1c[nH]c2ccccc12.CC

Last column: natural (NBO) charge in e.
Atoms and positions in Å:
C1 1.642 2.379 -1.976  -0.61
C2 0.784 2.236 -0.733  -0.43
C3 1.008 0.825 -0.088  -0.11
C4 1.624 0.629 1.186  -0.01
N1 1.630 -0.684 1.526  -0.53
C5 0.864 -1.381 0.520  0.12
C6 0.483 -2.719 0.470  -0.23
C7 -0.215 -3.161 -0.608  -0.23
C8 -0.559 -2.274 -1.633  -0.22
C9 -0.253 -0.965 -1.553  -0.23
C10 0.515 -0.448 -0.510  -0.04
H1 1.219 3.119 -2.729  0.21
H2 1.810 1.442 -2.486  0.21
H3 2.690 2.700 -1.755  0.21
H4 0.983 3.109 -0.048  0.21
H5 -0.353 2.262 -0.780  0.21
H6 1.976 1.414 1.883  0.21
H7 1.808 -0.963 2.437  0.40
H8 0.632 -3.334 1.318  0.21
H9 -0.639 -4.167 -0.640  0.21
H10 -1.245 -2.679 -2.487  0.21
H11 -0.638 -0.228 -2.253  0.21
C11 -2.402 1.357 1.597  -0.61
C12 -3.689 2.128 1.344  -0.59
H12 -2.465 0.977 2.615  0.20
H13 -2.362 0.426 0.966  0.21
H14 -1.661 2.094 1.438  0.21
H15 -3.941 2.062 0.269  0.20
H16 -3.547 3.188 1.689  0.19
H17 -4.501 1.734 1.793  0.19

=====

[4]
Below is C40H63AsF4Ge2N3ORbSSi2 as an isolated structure, with properties calculated with wB97M-V/def2-TZVPD.

DFT total energy in eV: -261005.6213
Relative energy (zero: lowest compared OMol25 entry of this formula, charge and spin) in eV: 1.197
HOMO energy in eV: -1.374
Total charge: -2

Last column: Mulliken charge in e.
Atoms and positions in Å:
Rb1 -1.380 -0.962 0.068  0.42
C1 -0.426 -4.725 1.261  -0.85
C2 -0.843 -4.213 2.652  -1.26
N1 -0.853 -2.698 2.756  0.94
C3 -1.845 -2.174 3.715  0.18
C4 -1.646 -2.547 5.227  -1.34
C5 0.433 -2.156 3.136  -0.27
C6 1.601 -2.400 2.212  -1.64
N2 1.364 -2.019 0.838  0.93
C7 2.246 -2.199 -0.081  -0.80
C8 1.795 -2.095 -1.450  0.07
F1 0.478 -1.849 -1.607  -0.28
C9 2.552 -2.342 -2.563  0.81
F2 2.090 -2.112 -3.799  -0.37
C10 3.871 -2.802 -2.496  -1.05
C11 4.365 -2.906 -1.190  0.13
F3 5.679 -3.251 -0.991  -0.38
C12 3.607 -2.615 -0.054  0.55
F4 4.283 -2.633 1.167  -0.43
H1 -0.742 -5.788 1.180  0.58
H2 0.667 -4.751 1.141  0.35
H3 -0.880 -4.230 0.434  -0.16
H4 -0.222 -4.579 3.421  0.28
H5 -1.894 -4.520 2.801  0.63
H6 -2.836 -2.539 3.492  0.58
H7 -1.968 -1.083 3.712  -0.36
H8 -1.583 -3.576 5.419  0.40
H9 -2.457 -2.212 5.887  0.46
H10 -0.743 -2.026 5.663  0.16
H11 0.595 -2.559 4.150  0.18
H12 0.268 -1.071 3.287  -0.51
H13 1.891 -3.500 2.283  0.57
H14 2.470 -1.918 2.665  0.60
H15 4.433 -3.019 -3.393  0.45
S1 -2.512 1.794 2.685  -0.28
C13 -0.918 1.442 3.279  -0.07
C14 -0.760 1.333 4.711  -0.96
C15 0.475 0.900 5.170  -0.49
C16 1.541 0.772 4.282  -0.60
C17 1.326 1.078 2.932  -0.63
N3 0.133 1.340 2.434  0.69
H16 -1.625 1.331 5.296  0.52
H17 0.681 0.719 6.215  0.41
H18 2.574 0.685 4.575  0.43
H19 2.224 1.038 2.363  0.21
C18 0.576 4.835 3.321  -1.16
C19 -0.893 4.933 2.870  -0.53
Ge1 -1.141 4.521 0.968  1.00
C20 -2.920 5.495 0.568  -0.93
C21 -4.028 5.305 1.621  -1.18
C22 0.338 5.549 0.138  -1.57
C23 1.218 4.976 -0.661  0.38
Ge2 0.976 3.018 -1.015  0.95
C24 2.363 1.798 -0.286  0.46
C25 3.008 0.981 -1.373  -1.19
C26 0.759 2.629 -2.953  -0.51
C27 0.287 3.764 -3.868  -1.43
C28 2.430 5.760 -1.144  0.23
C29 3.692 5.156 -1.535  0.51
C30 4.859 5.955 -1.815  -1.08
C31 4.677 7.372 -1.766  -0.08
C32 3.450 7.948 -1.478  -0.92
C33 2.372 7.093 -1.132  -0.38
H20 0.631 5.299 4.322  0.33
H21 1.335 5.313 2.790  0.45
H22 0.906 3.773 3.413  0.15
H23 -1.438 5.934 2.908  0.56
H24 -1.427 4.174 3.470  0.30
H25 -3.226 4.965 -0.336  0.37
H26 -2.788 6.532 0.295  0.48
H27 -4.438 4.302 1.661  0.27
H28 -4.821 5.986 1.411  0.44
H29 -3.814 5.631 2.628  0.27
H30 0.585 6.496 0.637  0.32
H31 1.729 1.198 0.428  -0.54
H32 3.029 2.391 0.355  0.73
H33 2.238 0.417 -1.885  0.05
H34 3.671 0.251 -0.934  0.49
H35 3.672 1.538 -2.136  0.24
H36 0.051 1.782 -3.009  0.36
H37 1.676 2.203 -3.402  0.41
H38 -0.637 4.159 -3.577  0.38
H39 0.230 3.459 -4.932  0.35
H40 1.042 4.532 -3.827  0.34
H41 3.703 4.042 -1.595  0.27
H42 5.804 5.553 -2.089  0.46
H43 5.566 8.051 -1.992  0.24
H44 3.370 9.059 -1.482  0.31
H45 1.430 7.570 -0.976  0.44
O1 -1.829 2.224 -0.664  -0.44
C34 -0.953 2.891 -0.212  -0.79
C35 -1.541 -6.278 -1.596  -0.98
Si1 -3.190 -5.285 -1.410  0.39
C36 -4.564 -6.361 -2.016  -1.19
C37 -3.498 -5.079 0.474  -0.91
As1 -3.308 -3.139 -2.217  -0.15
Si2 -1.924 -3.389 -4.034  0.65
C38 -0.298 -4.297 -3.999  -0.70
C39 -1.375 -1.682 -4.470  -0.67
C40 -2.892 -4.036 -5.495  -1.15
H46 -1.619 -7.207 -1.028  0.47
H47 -0.569 -5.621 -1.412  -0.04
H48 -1.516 -6.603 -2.635  0.32
H49 -4.699 -7.317 -1.468  0.29
H50 -4.619 -6.419 -3.027  0.39
H51 -5.502 -5.793 -1.708  0.23
H52 -3.109 -5.837 1.086  0.45
H53 -4.567 -4.908 0.535  0.45
H54 -3.086 -4.043 0.916  -0.16
H55 0.285 -4.131 -3.066  -0.24
H56 0.267 -3.869 -4.868  0.29
H57 -0.362 -5.358 -4.235  0.51
H58 -0.631 -1.257 -3.723  -0.18
H59 -2.275 -1.031 -4.504  0.29
H60 -0.916 -1.670 -5.477  0.31
H61 -3.213 -5.069 -5.250  0.18
H62 -2.292 -4.036 -6.391  0.33
H63 -3.813 -3.465 -5.602  0.27

=====

[5]
Below is C22H23BeBr6Cl2F7LiN3O8PS as an isolated structure, with properties calculated with wB97M-V/def2-TZVPD.

DFT total energy in eV: -529082.7311
HOMO energy in eV: -5.109
Total charge: -1

Last column: Mulliken charge in e.
Atoms and positions in Å:
N1 1.576 -0.002 -1.627  -0.36
P1 0.634 1.356 -1.361  0.62
O1 1.681 2.485 -0.814  -0.45
C1 -0.390 0.992 0.115  0.33
C2 -0.119 -0.189 0.877  -1.14
C3 -0.802 -0.528 2.007  0.45
C4 -0.323 -1.782 2.697  0.07
O2 0.851 -2.010 2.691  -0.46
C5 -1.272 -2.804 3.352  0.97
F1 -1.914 -2.288 4.409  -0.19
F2 -2.249 -3.152 2.468  -0.34
C6 -0.539 -4.116 3.729  0.37
F3 0.087 -4.649 2.657  -0.30
F4 -1.484 -5.009 4.077  -0.33
C7 0.464 -3.963 4.933  1.02
F5 0.481 -2.716 5.407  -0.22
F6 0.107 -4.815 5.905  -0.32
C8 1.908 -4.355 4.494  0.18
O3 2.227 -5.502 4.355  -0.60
O4 2.763 -3.357 4.288  0.00
C9 -1.860 0.336 2.447  0.75
N2 -2.626 0.187 3.526  -0.45
S1 -3.618 1.454 3.527  0.23
N3 -3.134 2.226 2.202  -0.94
C10 -2.123 1.507 1.668  0.75
C11 -1.388 1.835 0.514  -0.99
H1 1.098 -0.703 -2.182  0.24
H2 2.472 0.221 -2.048  0.25
H3 1.957 2.184 0.069  0.34
H4 0.685 -0.834 0.541  0.80
H5 3.456 -3.708 3.702  0.12
H6 -1.596 2.746 -0.035  0.34
Be1 -4.806 2.333 0.520  -0.08
O5 -5.294 3.165 5.732  -0.56
C12 -4.902 4.270 5.510  0.49
O6 -4.329 4.626 4.331  -0.26
C13 -3.860 5.982 4.400  -0.44
C14 -4.673 6.628 5.513  -0.52
C15 -4.910 5.453 6.458  -0.42
H7 -2.791 5.968 4.621  0.28
H8 -4.014 6.465 3.438  0.30
H9 -4.170 7.475 5.976  0.33
H10 -5.628 6.980 5.119  0.27
H11 -4.097 5.333 7.176  0.27
H12 -5.862 5.526 6.976  0.30
O7 1.521 0.908 -4.497  -0.47
C16 2.347 0.195 -4.998  0.47
O8 2.998 -0.769 -4.296  -0.39
C17 4.003 -1.385 -5.132  -0.54
C18 3.552 -1.111 -6.558  -0.05
C19 2.851 0.236 -6.419  0.03
H13 4.969 -0.928 -4.904  0.27
H14 4.055 -2.448 -4.907  0.34
H15 4.370 -1.114 -7.275  0.37
H16 2.830 -1.865 -6.872  -0.14
H17 3.547 1.071 -6.522  0.28
H18 2.025 0.338 -7.121  -0.26
C20 5.002 -1.077 2.495  0.28
Br1 5.609 -2.903 2.646  -0.07
Br2 5.202 -0.123 4.145  0.05
Br3 5.864 -0.168 1.025  -0.08
H19 3.944 -1.115 2.271  -0.22
Cl1 -3.222 -2.751 6.337  -0.36
Br4 0.638 3.322 -3.472  -0.73
Br5 0.805 -0.339 -9.186  -0.17
C21 -0.124 -2.002 -9.656  -0.26
C22 -0.729 -2.651 -8.446  -0.56
Br6 0.601 -3.567 -7.346  -0.14
H20 0.635 -2.673 -10.206  -0.06
H21 -0.904 -1.703 -10.353  0.38
H22 -1.424 -3.430 -8.751  0.33
H23 -1.237 -1.951 -7.787  0.39
F7 2.808 -1.717 5.679  -0.56
Li1 -1.629 4.325 -2.910  0.86
Cl2 1.420 -3.857 -11.346  -0.70